Arrangement i

{"formula": "C3H6N3O2", "method": "the ωB97M-V functional and the def2-TZVPD basis", "elements": ["C", "C", "C", "N", "N", "N", "O", "O", "H", "H", "H", "H", "H", "H"], "coordinates": [[0.186, 1.785, 2.624], [-0.124, -0.966, 0.039], [0.685, 0.093, -0.241], [0.260, 0.617, 2.207], [-0.962, -1.622, -0.877], [1.188, 0.604, -1.320], [-0.712, -1.265, -2.179], [-1.896, -2.320, -0.690], [0.327, 1.984, 3.659], [0.063, 2.686, 2.073], [-0.297, -1.475, 1.035], [1.936, 1.263, -1.373], [0.763, 0.221, -2.102], [-1.415, -1.604, -2.854]], "nbo_charge": [-0.16, -0.33, 0.53, -0.20, 0.51, -0.74, -0.55, -0.23, 0.24, 0.22, 0.30, 0.45, 0.43, 0.54], "multiplicity": 1, "homo_lumo_gap_ev": [7.9, 8.7], "total_charge": 1, "homo_energy_ev": [-13.72, -14.34]}

=====

Arrangement ii

{"formula": "C3H6N3O2", "method": "the ωB97M-V functional and the def2-TZVPD basis", "elements": ["C", "C", "C", "N", "N", "N", "O", "O", "H", "H", "H", "H", "H", "H"], "coordinates": [[0.091, 1.876, 0.166], [1.576, 0.487, -0.130], [-0.708, -0.261, 0.017], [0.730, -0.573, -0.024], [-0.940, 1.003, -0.035], [-1.511, -1.356, 0.141], [2.860, 0.524, 0.200], [1.001, -1.897, -0.013], [0.316, 2.803, -0.348], [-1.860, 1.322, 0.138], [-1.180, -2.302, 0.117], [-2.594, -1.445, 0.371], [3.197, 1.394, 0.045], [1.855, -2.051, -0.352]], "nbo_charge": [-0.13, 0.50, 0.57, -0.10, -0.52, -0.82, -0.62, -0.50, 0.22, 0.45, 0.45, 0.46, 0.53, 0.51], "multiplicity": 1, "homo_lumo_gap_ev": 7.8, "total_charge": 1, "homo_energy_ev": -11.81}

=====

The data favor arrangement ii; the next most stable structure lies 52.5 kcal/mol above it.